Entry 1:
Entry from the OMol25 dataset: 2 unconnected molecules or ions with the total composition C3H5NO4 in a non-equilibrium geometry (ωB97M-V with the def2-TZVPD basis set).

The calculation puts the HOMO energy at 1.59 eV. Its LUMO energy is 7.2 eV. Its electronic energy is -12867.4868 eV. The energy relative to the best compared isomer or geometry (same formula, charge and spin) is 58.8 kJ/mol. Its net charge is -2. For the maximum force, the calculation gives 2.58 eV/A.

CARTESIAN COORDINATES (ANGSTROEM)
O1 -1.11 1.88 0.00
O2 1.77 1.28 0.09
O3 -1.98 -0.65 1.18
O4 -2.98 -0.58 -0.89
N1 1.29 0.10 -0.64
C1 1.51 -0.94 0.32
C2 -1.15 0.78 -0.52
C3 -2.11 -0.30 -0.01
H1 1.48 -1.98 -0.21
H2 0.86 1.62 0.27
H3 2.50 -0.97 0.68
H4 -1.04 0.69 -1.59
H5 0.97 -0.91 1.31

Löwdin atomic charge list, values in e, 6 entries: number 1, O, carries -0.076; number 2, O, carries -0.277; number 3, O, carries -0.084; number 4, O, carries -0.128; number 5, N, carries -0.257; number 6, C, carries -0.340

=====

Entry 2:
Entry from the OMol25 dataset: a molecular structure, C4H9N2O in a non-equilibrium geometry (ωB97M-V with the def2-TZVPD basis set).

As for the multiplicity: 3. The calculation puts the HOMO energy (spin up / spin down) at -9.96 / -14.88 eV. Its LUMO energy (spin up / spin down) is -3.1 / -7.6 eV. Its electronic energy is -9305.8839 eV. The energy relative to the best compared isomer or geometry (same formula, charge and spin) is 466.3 kJ/mol. Its net charge is +1. For the maximum force, the calculation gives 6.07 eV/A.

CARTESIAN COORDINATES (ANGSTROEM)
O1 0.32 -1.65 0.67
N1 -0.10 0.72 0.25
N2 -1.08 -1.30 0.59
C1 -1.13 0.06 1.06
C2 2.22 -0.58 -0.43
C3 1.09 -0.72 0.19
C4 -0.55 0.91 -1.12
H1 2.78 0.31 -0.73
H2 -1.18 1.86 -1.15
H3 2.90 -1.44 -0.73
H4 -1.02 0.12 -1.55
H5 0.22 1.26 -1.67
H6 -1.06 0.31 2.19
H7 -2.03 0.47 0.87
H8 0.38 1.58 0.56
H9 -1.75 -1.92 1.00

Löwdin atomic charge list, values in e, 6 entries: number 1, O, carries 0.103; number 2, N, carries -0.080; number 3, N, carries 0.100; number 4, C, carries -0.160; number 5, C, carries 0.178; number 6, C, carries -0.207

=====

Entry 3:
Entry from the OMol25 dataset: a single C18H27NO5 molecule (ωB97M-V with the def2-TZVPD basis set).

The calculation puts the HOMO energy at -8.23 eV. Its LUMO energy is 0.8 eV. Its electronic energy is -30831.7712 eV. The energy relative to the best compared isomer or geometry (same formula, charge and spin) is 54.6 kJ/mol. For the maximum force, the calculation gives 0.59 eV/A.

CARTESIAN COORDINATES (ANGSTROEM)
O1 0.26 -3.14 0.59
O2 -1.96 -1.88 1.98
O3 1.39 -1.83 2.84
O4 1.56 2.07 -2.50
O5 0.53 0.22 -3.25
N1 -0.98 -0.02 2.79
C1 -3.00 1.33 3.33
C2 -0.01 0.66 3.62
C3 -0.56 1.59 -4.95
C4 -0.54 -3.58 -0.48
C5 -2.07 0.79 2.25
C6 1.56 0.89 -2.72
C7 2.64 -0.51 1.38
C8 1.46 -1.61 -0.85
C9 0.07 -2.23 3.17
C10 0.64 1.85 2.92
C11 1.11 -2.10 0.40
C12 3.00 -0.06 0.12
C13 -1.85 2.32 -5.31
C14 2.69 -0.06 -2.38
C15 1.68 -1.50 1.54
C16 2.39 -0.59 -1.00
C17 -1.04 -1.35 2.59
C18 -0.65 0.97 -3.56
H1 1.48 2.20 3.52
H2 -1.09 -2.75 -0.92
H3 -3.85 1.82 2.86
H4 -2.70 1.64 -5.29
H5 -0.51 1.00 4.54
H6 3.63 0.49 -2.38
H7 0.03 -2.21 4.26
H8 -1.65 1.61 1.66
H9 -3.37 0.51 3.95
H10 1.00 -2.02 -1.73
H11 0.28 2.28 -4.98
H12 -0.37 0.79 -5.68
H13 -1.24 -4.29 -0.06
H14 1.01 1.56 1.94
H15 -2.50 2.05 3.97
H16 -2.63 0.13 1.58
H17 -1.47 0.26 -3.49
H18 -1.78 2.75 -6.30
H19 3.10 -0.10 2.26
H20 0.07 -4.07 -1.26
H21 3.74 0.72 0.02
H22 -0.13 -3.25 2.82
H23 0.77 -0.04 3.90
H24 -0.05 2.68 2.81
H25 2.72 -0.87 -3.11
H26 -2.04 3.12 -4.60
H27 -0.78 1.76 -2.81

Löwdin atomic charge list, values in e, 6 entries: number 1, O, carries -0.095; number 2, O, carries 0.056; number 3, O, carries -0.046; number 4, O, carries 0.119; number 5, O, carries -0.004; number 6, N, carries -0.053

=====

Entry 4:
Entry from the OMol25 dataset: a single C7H11NO molecule in a non-equilibrium geometry (ωB97M-V with the def2-TZVPD basis set).

The calculation puts the HOMO energy at -9.59 eV. Its LUMO energy is 1.0 eV. Its electronic energy is -10970.2370 eV. The energy relative to the best compared isomer or geometry (same formula, charge and spin) is 486.2 kJ/mol. For the maximum force, the calculation gives 6.57 eV/A.

CARTESIAN COORDINATES (ANGSTROEM)
O1 -0.54 -1.31 -0.12
N1 -2.94 -0.50 0.09
C1 0.24 0.60 -0.04
C2 -0.56 -0.17 -1.00
C3 2.45 -0.68 0.04
C4 -0.50 -0.32 0.85
C5 -1.95 0.29 0.79
C6 -1.93 0.39 -0.67
C7 1.81 0.69 0.05
H1 -2.54 1.20 -1.18
H2 3.59 -0.88 -0.21
H3 -2.22 1.10 1.33
H4 2.43 -1.27 0.98
H5 -0.41 -0.44 -1.99
H6 2.07 1.25 -0.83
H7 1.95 1.38 0.86
H8 -0.02 -0.46 1.97
H9 -0.20 1.69 -0.07
H10 -2.67 -1.43 -0.04
H11 1.95 -1.13 -0.81

Löwdin atomic charge list, values in e, 6 entries: number 1, O, carries -0.014; number 2, N, carries 0.114; number 3, C, carries -0.224; number 4, C, carries -0.223; number 5, C, carries -0.110; number 6, C, carries -0.275

=====

Entry 5:
Entry from the OMol25 dataset: 7 unconnected molecules or ions with the total composition C26H58O18P2 in a non-equilibrium geometry (ωB97M-V with the def2-TZVPD basis set).

The calculation puts the HOMO energy at -10.09 eV. Its LUMO energy is 0.5 eV. Its electronic energy is -83341.3065 eV. The energy relative to the best compared isomer or geometry (same formula, charge and spin) is 0.0 kJ/mol. For the maximum force, the calculation gives 2.04 eV/A.

CARTESIAN COORDINATES (ANGSTROEM)
P1 1.11 1.11 -1.04
P2 -1.17 -2.88 2.24
O1 7.01 1.39 1.43
O2 -2.52 -3.41 2.85
O3 2.03 2.13 -1.53
O4 -0.76 -4.14 1.39
O5 -5.15 -2.02 -0.36
O6 -3.00 5.68 -1.01
O7 3.50 -4.13 3.08
O8 -3.35 -1.26 -1.46
O9 -1.27 -1.61 1.51
O10 3.34 -3.92 0.86
O11 -0.21 -2.85 3.50
O12 0.74 -0.05 -2.03
O13 7.16 -0.16 3.04
O14 -3.31 2.76 -4.29
O15 1.54 0.39 0.30
O16 -4.37 7.43 -1.31
O17 -0.33 1.66 -0.64
O18 -2.24 0.82 -4.65
C1 -4.38 5.58 -2.89
C2 0.75 -1.82 3.70
C3 -3.99 6.33 -1.64
C4 -3.43 5.80 1.37
C5 -3.37 0.32 -5.36
C6 -3.72 0.82 -0.12
C7 -1.01 2.60 -3.69
C8 2.36 -0.76 0.41
C9 5.58 1.36 1.55
C10 5.14 -2.82 2.03
C11 -0.55 2.23 0.64
C12 2.44 -5.07 3.15
C13 -4.12 -2.23 -0.95
C14 -2.33 2.06 -4.18
C15 5.01 2.18 0.42
C16 -0.22 -1.04 -1.70
C17 -3.56 -3.61 -1.22
C18 0.11 -4.02 0.28
C19 -3.90 0.07 -1.46
C20 -3.55 -2.50 3.26
C21 7.68 0.56 2.22
C22 -2.54 6.24 0.24
C23 -3.61 1.02 -6.68
C24 9.14 0.51 1.89
C25 2.82 -6.34 3.86
C26 3.95 -3.74 1.88
H1 -0.81 3.59 -4.09
H2 -3.66 5.85 -3.66
H3 -2.76 0.87 -7.35
H4 3.92 2.22 0.41
H5 -4.93 0.02 -1.79
H6 3.35 -0.48 0.78
H7 1.00 -1.33 2.76
H8 3.12 -6.11 4.89
H9 5.94 -3.26 2.61
H10 -2.49 -3.55 -1.38
H11 3.64 -6.86 3.36
H12 1.53 -4.63 3.58
H13 -3.30 0.63 -2.16
H14 -0.19 1.92 -3.91
H15 0.30 2.15 1.31
H16 5.29 1.79 2.51
H17 5.40 3.20 0.38
H18 -4.55 0.73 0.58
H19 2.49 -1.22 -0.57
H20 0.32 -1.97 -1.54
H21 -2.84 0.36 0.35
H22 -3.76 2.09 -6.62
H23 -4.51 0.62 -7.16
H24 1.65 -2.20 4.18
H25 0.38 -2.98 0.10
H26 -4.24 0.32 -4.70
H27 5.22 0.34 1.45
H28 -0.87 -0.81 -0.86
H29 1.99 -7.03 3.91
H30 -5.37 5.92 -3.20
H31 -1.00 3.22 0.53
H32 -4.11 -4.04 -2.05
H33 5.49 -2.64 1.01
H34 9.67 -0.06 2.65
H35 -3.21 -0.74 -5.58
H36 0.34 -1.06 4.36
H37 -1.08 2.73 -2.61
H38 -1.54 5.82 0.31
H39 -0.38 -4.37 -0.64
H40 2.04 -5.29 2.16
H41 -3.01 6.04 2.35
H42 -3.73 -4.16 -0.30
H43 -0.90 -1.24 -2.53
H44 -1.35 1.70 1.19
H45 -3.79 -2.72 4.30
H46 -3.24 -1.46 3.17
H47 9.58 1.51 1.89
H48 -3.46 1.84 -0.37
H49 -3.54 4.71 1.44
H50 5.27 1.74 -0.55
H51 -2.59 7.32 0.14
H52 4.83 -1.88 2.48
H53 -4.39 -2.62 2.58
H54 9.22 0.08 0.89
H55 -4.41 6.27 1.28
H56 1.94 -1.47 1.12
H57 -4.40 4.51 -2.72
H58 1.01 -4.61 0.39

Löwdin atomic charge list, values in e, 6 entries: number 1, P, carries 0.343; number 2, P, carries 0.341; number 3, O, carries -0.003; number 4, O, carries -0.200; number 5, O, carries -0.209; number 6, O, carries -0.181

=====

Entry 6:
Entry from the OMol25 dataset: a gas-phase ion, C5H12IN2 (charge +1) in a non-equilibrium geometry (ωB97M-V with the def2-TZVPD basis set).

The calculation puts the HOMO energy at -13.91 eV. Its LUMO energy is -4.7 eV. Its electronic energy is -16452.2134 eV. The energy relative to the best compared isomer or geometry (same formula, charge and spin) is 187.8 kJ/mol. Its net charge is +1. For the maximum force, the calculation gives 4.47 eV/A.

CARTESIAN COORDINATES (ANGSTROEM)
I1 0.58 3.57 1.56
N1 0.53 1.57 1.10
N2 -1.18 1.68 -0.51
C1 0.01 -0.50 -0.15
C2 -1.18 -1.23 0.35
C3 1.27 -0.92 0.53
C4 -0.31 0.95 0.20
C5 0.18 -0.65 -1.66
H1 1.18 1.03 1.82
H2 -0.91 2.67 -0.40
H3 -1.80 1.23 -1.15
H4 1.64 -1.93 0.17
H5 0.72 0.34 -1.95
H6 -0.77 -0.65 -2.04
H7 -2.06 -0.61 0.10
H8 1.26 -1.30 1.54
H9 -0.98 -2.27 0.39
H10 2.09 -0.28 0.42
H11 0.86 -1.53 -1.84
H12 -1.13 -1.14 1.51

Löwdin atomic charge list, values in e, 6 entries: number 1, I, carries 1.000; number 2, N, carries -0.413; number 3, N, carries 0.211; number 4, C, carries -0.601; number 5, C, carries -0.028; number 6, C, carries -0.078

=====

Computed molar mass (g/mol) in order:
119.1; 101.1; 337.4; 125.2; 720.7; 227.1